A 2-piece molecular cluster, C3H4O3 overall in a non-equilibrium geometry. Source: OMol25; level of theory: ωB97M-V/def2-TZVPD.

Atoms and positions in Å:
1 O -1.23861 0.96219 -0.65437
2 C 0.04000 0.62134 -0.95722
3 C -0.51107 -1.73618 0.60455
4 O -0.90952 -2.69280 0.14621
5 C 0.96437 0.49566 -0.00331
6 O 0.55541 0.63627 1.31016
7 H -1.20114 1.26633 0.27040
8 H 0.20471 0.40662 -2.00605
9 H 0.09282 -0.20159 1.47215
10 H 2.00305 0.24217 -0.18254

Summary:
Highest occupied orbital energy   -8.96 eV
Energy relative to the best compared isomer or geometry (same formula, charge and spin)   45.6 kcal/mol
E_LUMO   0.8 eV

Here are the natural (NBO) charges for atoms 1 to 6, given in e: number 1, O, carries -0.681; number 2, C, carries 0.081; number 3, C, carries 0.491; number 4, O, carries -0.471; number 5, C, carries -0.013; number 6, O, carries -0.748